A cluster of 8 separate species, C50H46BClN2O29PS in total at a distorted geometry, computed with wB97M-V/def2-TZVPD.

Results
Lowest unoccupied orbital energy: -4.06 eV
2S+1: 1
Largest force on an atom: 0.118 Eh/bohr
Electronic energy: -5448.52756 Ha
Total charge: +1
HOMO-LUMO gap: 6.8 eV

Each line ends with the Löwdin charge.
Element x y z (Å)
C -5.8672 6.3137 -0.5959  -0.053
B -4.3734 7.0730 -0.5209  -0.362
O -4.1097 8.1294 -1.5396  0.022
C -3.1993 6.7076 0.5690  -0.146
C -3.1847 5.1484 1.0813  -0.135
N -3.4780 5.0226 2.5825  -0.301
P -3.8170 3.2975 3.0420  0.458
S -2.5462 2.8010 4.4804  0.209
C -4.6878 5.8216 3.0331  -0.183
C -4.4631 7.4688 2.9108  -0.542
Cl -6.0098 8.3900 2.4828  0.624
C -3.1929 7.7145 1.9050  -0.260
C -2.9185 9.2852 1.5029  -0.125
C -1.8886 9.8743 2.6817  -0.167
N -2.3954 10.3558 3.8883  0.040
H -5.7391 5.1507 -0.8320  0.082
H -6.4856 6.4304 0.3908  0.041
H -6.5406 6.7341 -1.4718  0.094
H -3.2261 7.8557 -1.9639  0.127
H -2.1601 6.8859 0.0088  0.162
H -3.8538 4.4241 0.4221  0.140
H -2.0703 4.7532 0.9528  0.162
H -2.6278 5.2856 3.1635  0.145
H -3.5304 2.3851 1.9515  0.029
H -5.1451 3.1233 3.5874  0.036
H -4.8830 5.5359 4.1643  0.149
H -5.6744 5.5652 2.4429  0.140
H -4.1243 7.8453 3.9882  0.135
H -2.2255 7.3699 2.5151  0.152
H -2.3481 9.4139 0.4680  0.134
H -3.8590 9.9787 1.5410  0.115
H -0.7189 9.8944 2.5762  0.120
H -1.6142 10.6804 4.4994  0.038
C -3.6623 -0.9629 3.1795  0.072
C -2.9877 -2.0614 2.8345  -0.186
C -3.4029 -2.8901 1.6689  -0.264
O -2.7521 -3.8835 1.3647  0.114
C -4.6008 -2.4769 0.9214  0.090
C -5.2773 -1.3803 1.2687  -0.202
C -4.8458 -0.5368 2.4170  -0.308
O -5.4773 0.4755 2.7007  0.042
O -6.4055 -0.9877 0.5721  0.076
O -1.8758 -2.4696 3.5481  0.102
H -3.3702 -0.3501 4.0230  0.117
H -4.9019 -3.0980 0.0875  0.141
H -6.7128 -0.1667 1.0148  0.123
H -1.5651 -3.2872 3.1017  0.123
C 4.0761 2.3474 2.7489  0.083
C 3.3053 3.3535 2.3312  -0.205
C 1.8867 3.4740 2.7677  -0.308
O 1.2086 4.4199 2.3823  0.072
C 1.3477 2.4315 3.6551  0.066
C 2.1177 1.4236 4.0698  -0.199
C 3.5436 1.3185 3.6554  -0.297
O 4.2314 0.3906 4.0678  0.123
O 1.6169 0.4390 4.9017  0.089
O 3.7980 4.3228 1.4769  0.081
H 5.1095 2.2488 2.4412  0.136
H 0.3102 2.5214 3.9504  0.072
H 2.3669 -0.1749 5.0602  0.121
H 3.0498 4.9399 1.3233  0.116
C 1.0770 -2.7221 -1.9239  0.072
C 1.3991 -3.2770 -3.0940  -0.205
C 0.8702 -4.6118 -3.4889  -0.302
O 1.1686 -5.0877 -4.5787  0.112
C 0.0002 -5.3180 -2.5355  0.075
C -0.3190 -4.7645 -1.3640  -0.238
C 0.1876 -3.4180 -0.9813  -0.330
O -0.1380 -2.9275 0.0946  0.092
O -1.1340 -5.4238 -0.4622  0.070
O 2.2367 -2.6300 -3.9840  0.072
H 1.4525 -1.7515 -1.6251  0.136
H -0.3629 -6.2951 -2.8275  0.141
H -1.2171 -4.8174 0.3059  0.078
H 2.3148 -3.2337 -4.7546  0.115
C 4.2308 -5.2903 0.9840  0.084
C 5.0019 -5.9662 1.8380  -0.203
C 4.5385 -7.2382 2.4585  -0.303
O 5.2769 -7.8469 3.2250  0.114
C 3.1883 -7.7167 2.1232  0.082
C 2.4160 -7.0389 1.2719  -0.199
C 2.8902 -5.7819 0.6305  -0.273
O 2.1646 -5.1908 -0.1621  0.111
O 1.1450 -7.4815 0.9545  0.087
O 6.2621 -5.5090 2.1771  0.084
H 4.5559 -4.3657 0.5240  0.134
H 2.8572 -8.6330 2.5950  0.140
H 0.7901 -6.8217 0.3194  0.093
H 6.6193 -6.1719 2.8074  0.119
C 5.9855 -3.2683 -4.1693  0.079
C 6.8769 -3.0940 -3.1916  -0.205
C 8.1909 -2.4427 -3.4497  -0.310
O 8.9818 -2.2792 -2.5274  0.101
C 8.4917 -2.0195 -4.8263  0.056
C 7.6017 -2.1970 -5.8046  -0.206
C 6.2771 -2.8232 -5.5407  -0.302
O 5.4726 -2.9562 -6.4567  0.105
O 7.8790 -1.8042 -7.1011  0.082
O 6.6109 -3.5122 -1.9006  0.073
H 5.0258 -3.7382 -3.9952  0.129
H 9.4574 -1.5637 -5.0036  0.135
H 7.0794 -2.0380 -7.6211  0.117
H 7.4081 -3.2729 -1.3795  0.116
C 6.4393 3.3252 -3.5584  0.078
C 7.3061 2.5849 -4.2521  -0.201
C 7.9367 1.3732 -3.6591  -0.282
O 8.7151 0.7020 -4.3274  0.106
C 7.5966 1.0292 -2.2696  0.088
C 6.7323 1.7716 -1.5750  -0.201
C 6.0811 2.9671 -2.1774  -0.305
O 5.2769 3.6192 -1.5200  0.098
O 6.4102 1.4557 -0.2678  0.076
O 7.6497 2.9167 -5.5498  0.087
H 5.9718 4.2071 -3.9779  0.138
H 8.0756 0.1563 -1.8449  0.130
H 5.7656 2.1405 0.0148  0.097
H 8.2896 2.2284 -5.8344  0.119
C -8.6554 -5.1693 -2.4870  0.077
C -8.8521 -6.4472 -2.1569  -0.206
C -8.5243 -6.9539 -0.7955  -0.302
O -8.7337 -8.1290 -0.5157  0.115
C -7.9482 -6.0070 0.1720  0.083
C -7.7484 -4.7299 -0.1593  -0.201
C -8.1019 -4.2174 -1.5116  -0.304
O -7.9236 -3.0342 -1.7807  0.104
O -7.2048 -3.8353 0.7442  0.056
O -9.3696 -7.3483 -3.0693  0.086
H -8.8913 -4.7870 -3.4722  0.139
H -7.6980 -6.3925 1.1521  0.139
H -7.1619 -2.9774 0.2681  0.071
H -9.4181 -8.2047 -2.5913  0.119